(1)
Here is C36H47Cu2F3N8O4 as an isolated structure in a non-equilibrium geometry from the OMol25 dataset. Energies are from the ωB97M-V functional and the def2-TZVPD basis.

Results
**LUMO energy**: 0.09 eV
**Kohn-Sham gap**: 7.775 eV

The geometry in ORCA input format:
```
! wB97M-V def2-TZVPD RIJCOSX def2/J DEFGRID3
* xyz 0 1
Cu 0.75 1.65 1.11
Cu -2.42 1.55 0.89
O -0.78 0.06 0.39
H -0.93 -0.89 0.22
O -1.02 2.58 2.21
H -1.49 3.34 2.60
N -4.39 2.59 -0.85
C -4.82 1.37 -1.23
C -5.38 0.85 -0.09
C -5.19 1.69 1.07
C -4.65 2.81 0.50
H -3.98 3.36 -1.36
H -4.73 1.13 -2.28
H -5.81 -0.14 -0.03
H -5.37 1.39 2.10
H -4.31 3.73 0.96
N 3.78 2.87 -1.28
C 3.74 2.15 -2.44
C 2.48 1.62 -2.55
C 1.61 2.17 -1.58
C 2.52 2.98 -0.90
H 4.49 3.48 -0.90
H 4.61 2.06 -3.07
H 2.22 0.94 -3.35
H 0.53 2.16 -1.57
H 2.38 3.60 -0.03
N -0.40 -1.09 -2.58
C 0.94 -1.64 -2.78
C 0.71 -2.75 -3.63
C -0.66 -2.83 -4.04
C -1.33 -1.81 -3.33
H -0.49 -0.28 -1.99
H 1.85 -1.35 -2.28
H 1.52 -3.42 -3.88
H -1.12 -3.58 -4.66
H -2.36 -1.48 -3.33
N 1.90 -3.18 0.02
C 2.88 -3.27 1.00
C 3.40 -4.54 0.88
C 2.82 -5.20 -0.24
C 1.82 -4.36 -0.75
H 1.19 -2.49 -0.18
H 3.12 -2.41 1.61
H 4.15 -5.05 1.46
H 3.01 -6.21 -0.59
H 1.19 -4.49 -1.62
N -0.57 0.41 -5.11
C -1.03 0.02 -6.35
C -1.26 1.10 -7.13
C -0.89 2.22 -6.44
C -0.44 1.76 -5.17
H -0.22 -0.26 -4.44
H -1.03 -1.01 -6.67
H -1.52 1.03 -8.17
H -0.80 3.22 -6.83
H -0.01 2.35 -4.36
N 0.82 4.94 2.13
C 1.97 4.86 2.85
C 2.99 5.60 2.33
C 2.33 6.20 1.19
C 1.02 5.79 1.09
H -0.09 4.54 2.31
H 1.96 4.18 3.69
H 3.99 5.68 2.73
H 2.81 6.87 0.49
H 0.17 5.94 0.44
N -0.74 -1.01 6.58
C 0.10 -1.35 7.65
C 1.39 -1.60 7.20
C 1.29 -1.56 5.75
C -0.01 -1.14 5.41
H -1.65 -0.58 6.61
H -0.15 -1.26 8.69
H 2.29 -1.78 7.77
H 2.08 -1.92 5.10
H -0.51 -0.95 4.48
N 2.20 0.91 3.66
C 3.26 1.78 3.63
C 3.87 1.72 2.40
C 3.14 0.76 1.63
C 2.09 0.27 2.43
H 1.59 0.74 4.45
H 3.60 2.34 4.48
H 4.75 2.28 2.11
H 3.38 0.15 0.77
H 1.29 -0.44 2.29
C -2.00 -3.27 1.19
C -1.57 -3.87 -0.20
O -2.66 -4.34 -1.10
C -3.62 -3.59 -1.48
O -3.78 -2.39 -1.32
C -4.62 -4.39 -2.41
F -4.66 -5.75 -2.07
F -5.83 -3.90 -2.22
F -4.43 -4.10 -3.69
H -2.62 -3.91 1.81
H -2.58 -2.35 1.13
H -1.20 -2.88 1.81
H -0.81 -4.64 -0.05
H -1.06 -3.06 -0.72
*
```

=====

(2)
Here is C36H47N3O2PTc as an isolated structure from the OMol25 dataset. Energies are from the ωB97M-V functional and the def2-TZVPD basis.

Results
**LUMO energy (spin up / spin down)**: -10.04 / -12.04 eV
**⟨S²⟩**: 3.81
**Kohn-Sham gap (spin up / spin down)**: 6.211 / 4.219 eV

The geometry in ORCA input format:
```
! wB97M-V def2-TZVPD RIJCOSX def2/J DEFGRID3
* xyz 3 4
Tc 1.35 -0.52 0.07
C 5.70 -0.91 -0.06
C 4.37 -0.73 0.55
O 3.39 -0.53 -0.21
C 4.16 -0.77 2.01
C 5.24 -0.85 2.85
C 5.09 -0.89 4.26
C 3.82 -0.86 4.83
C 2.71 -0.78 4.02
C 2.86 -0.72 2.60
O 1.74 -0.66 1.93
H 5.61 -0.95 -1.14
H 6.17 -1.83 0.31
H 6.35 -0.08 0.21
H 6.25 -0.88 2.44
H 5.97 -0.95 4.89
H 3.71 -0.90 5.90
H 1.70 -0.75 4.42
C -4.44 0.96 1.37
C -3.49 0.49 2.47
C -2.60 -0.66 1.97
C -2.33 -0.54 0.45
C -2.26 0.95 0.07
C -3.67 1.55 0.17
P -0.89 -1.49 -0.08
C -0.82 -3.18 0.59
C -0.59 -3.36 2.10
C -0.11 -4.80 2.33
C -0.85 -5.80 1.41
C -2.21 -5.27 0.97
C -2.07 -3.97 0.14
C -0.74 -1.68 -1.87
C -2.00 -1.76 -2.76
C -2.24 -0.43 -3.48
C -1.04 -0.03 -4.37
C 0.32 -0.52 -3.83
C 0.21 -0.56 -2.31
H -5.13 1.71 1.77
H -5.06 0.13 1.04
H -4.04 0.16 3.34
H -2.87 1.33 2.79
H -3.07 -1.62 2.18
H -1.65 -0.65 2.52
H -3.15 -1.00 -0.11
H -1.86 1.10 -0.94
H -1.57 1.44 0.76
H -4.21 1.36 -0.75
H -3.58 2.64 0.27
H 0.06 -3.60 0.08
H -1.53 -3.19 2.63
H 0.12 -2.64 2.51
H -0.27 -5.06 3.37
H 0.96 -4.86 2.15
H -0.98 -6.75 1.93
H -0.25 -6.03 0.53
H -2.84 -5.09 1.84
H -2.73 -6.01 0.36
H -2.97 -3.36 0.27
H -2.00 -4.21 -0.92
H -0.19 -2.63 -1.95
H -2.87 -2.09 -2.21
H -1.82 -2.54 -3.51
H -2.44 0.36 -2.74
H -3.14 -0.50 -4.08
H -1.02 1.06 -4.47
H -1.18 -0.43 -5.38
H 1.13 0.13 -4.17
H 0.55 -1.52 -4.19
H -0.17 0.40 -1.95
H 1.25 -0.72 -1.85
N 0.06 9.15 -4.26
C 0.22 8.20 -3.63
C 0.41 7.01 -2.85
C 1.09 7.08 -1.63
C 1.26 5.94 -0.86
C 0.74 4.74 -1.33
C 0.08 4.65 -2.54
C -0.08 5.79 -3.30
N 0.91 3.55 -0.51
C 0.97 3.52 0.87
C 1.08 2.23 1.24
N 1.08 1.45 0.08
C 0.98 2.31 -0.96
H 1.49 8.02 -1.29
H 1.81 5.99 0.06
H -0.35 3.71 -2.88
H -0.60 5.74 -4.25
H 0.90 4.42 1.47
H 1.12 1.80 2.22
H 1.01 2.05 -2.00
*
```